Record 1
43
Properties=species:S:1:pos:R:3:forces:R:3:nbo_charge:R:1 method="wB97M-V/def2-TZVPD" charge=+2 energy_ev=-125634.132 de_lowest_kj_mol=0.0
V -0.13565 0.62419 -0.10278 -0.321 -0.513 0.249 1.5560
Cl 0.62590 -0.90994 7.06252 -0.008 -0.001 0.065 0.1855
C 0.45175 -0.71634 5.39459 0.030 -0.018 -0.093 -0.0244
C 0.13007 -1.83108 4.59500 0.015 0.058 0.075 -0.0912
Cl -0.08694 -3.36344 5.30034 -0.007 -0.008 -0.002 0.1470
C -0.00542 -1.67340 3.22525 -0.054 -0.119 -0.198 -0.0677
Cl -0.38890 -2.97719 2.18738 0.012 0.039 0.044 0.1185
C 0.17569 -0.40561 2.66344 0.114 0.120 0.252 0.2322
O 0.05063 -0.23480 1.34854 -0.137 -0.013 -0.210 -0.4942
C 0.50414 0.70073 3.45804 -0.018 0.118 -0.253 -0.0825
Cl 0.72024 2.20663 2.65707 0.023 -0.002 0.016 0.1332
C 0.64522 0.55687 4.82326 -0.002 0.006 0.075 -0.0826
Cl 1.04638 1.90006 5.79033 -0.011 -0.031 -0.018 0.1429
C 2.59322 1.37478 -0.89358 0.117 0.097 0.059 -0.4309
N 1.66884 0.22025 -1.05603 0.133 0.195 0.008 -0.4297
C 2.31677 -0.99882 -0.48338 -0.007 -0.038 0.005 -0.4209
C 1.32911 -0.01556 -2.49050 -0.092 -0.040 0.012 -0.2566
C 0.05455 -0.80781 -2.49244 0.053 0.093 0.048 -0.0296
C -0.37021 -1.65096 -3.50179 -0.047 -0.027 -0.006 -0.1911
C -1.57417 -2.33464 -3.35691 0.013 0.002 -0.009 -0.0978
C -2.36134 -2.19753 -2.21339 0.014 0.000 -0.024 -0.1924
C -1.95880 -1.36185 -1.18809 0.030 0.031 0.081 -0.1820
C -0.75611 -0.66795 -1.35489 -0.003 -0.124 -0.230 -0.1756
H 3.57663 1.12011 -1.29126 -0.022 -0.028 -0.049 0.2419
H 2.70492 1.60246 0.16777 0.006 -0.009 0.000 0.2333
H 2.20143 2.24365 -1.41305 0.001 0.008 0.000 0.2435
H 3.23831 -1.19643 -1.03237 -0.001 0.006 -0.007 0.2335
H 1.64879 -1.85275 -0.56843 -0.008 0.004 0.006 0.2350
H 2.55862 -0.82410 0.56237 -0.005 0.009 0.004 0.2276
H 2.15506 -0.52183 -2.99308 0.003 -0.004 -0.001 0.2487
H 1.17834 0.95277 -2.97142 0.018 0.003 -0.001 0.2497
H 0.23281 -1.79224 -4.38991 0.006 0.003 0.004 0.2533
H -1.89963 -3.00001 -4.14584 -0.004 0.000 0.004 0.2553
H -3.28730 -2.74916 -2.12441 -0.001 0.003 0.004 0.2587
H -2.56075 -1.24637 -0.29582 -0.009 -0.009 -0.002 0.2539
C -2.65256 2.82933 -1.81855 -0.022 -0.013 -0.035 -0.8872
S -1.56463 2.74180 -0.46216 -0.118 0.193 0.010 2.3709
O -1.57328 3.91346 0.31607 -0.004 0.008 -0.008 -0.8048
O -1.85223 1.44204 0.29112 0.237 0.054 0.059 -0.8522
O -0.18355 2.32310 -1.00276 0.119 -0.071 0.111 -0.8941
H -3.65265 2.95106 -1.40087 -0.005 0.011 -0.027 0.3002
H -2.56946 1.91574 -2.40369 -0.024 0.009 -0.005 0.2680
H -2.37381 3.71079 -2.39570 -0.013 -0.004 -0.009 0.2986

=====

Record 2
36
Properties=species:S:1:pos:R:3:forces:R:3:nbo_charge:R:1 method="wB97M-V/def2-TZVPD" charge=0 energy_ev=-37661.094 de_lowest_kj_mol=0.0
C 0.08923 2.78296 -1.25284 -0.087 0.061 -0.016 -0.6358
C -0.66713 1.81909 -0.38975 0.027 -0.058 0.099 0.0106
C -1.35774 0.76108 -0.96507 -0.211 -0.153 -0.047 -0.3253
C -2.08619 -0.12344 -0.17842 -0.007 0.317 0.208 0.3733
C -2.14481 0.06706 1.19732 -0.119 -0.174 -0.223 -0.2786
C -1.45598 1.11797 1.77166 -0.017 0.070 -0.040 -0.1874
C -0.71442 1.98377 0.98793 -0.023 0.084 -0.015 -0.2359
H -0.17143 2.79690 1.44611 0.082 0.097 0.052 0.2123
H -1.49186 1.25743 2.84140 -0.005 0.002 0.116 0.2157
H -2.72031 -0.62110 1.79478 -0.040 -0.121 0.065 0.2295
O -2.81757 -1.16585 -0.71251 -0.093 0.245 0.211 -0.5312
C -2.15327 -2.04759 -1.58506 0.269 -0.456 -0.159 -0.0491
C -1.33702 -3.11029 -0.82132 -0.414 0.306 0.062 -0.5303
C -0.38031 -2.48168 0.17890 0.080 -0.277 -0.427 0.6957
O -0.45233 -2.67217 1.36838 -0.092 -0.048 0.311 -0.5903
N 0.56546 -1.68962 -0.41542 0.192 -0.098 -0.492 -0.6314
C 1.40520 -0.76353 0.19318 0.246 0.221 0.123 0.1529
C 1.52779 -0.60145 1.57019 -0.014 -0.091 -0.068 -0.2189
C 2.34685 0.38166 2.09224 0.163 0.170 -0.105 -0.2344
C 3.06455 1.21359 1.24800 -0.245 -0.258 -0.079 -0.0340
C 2.97755 1.06837 -0.12843 -0.099 -0.113 -0.007 -0.2994
C 2.15064 0.08676 -0.62593 -0.024 -0.044 0.273 0.3617
F 2.03635 -0.05571 -1.97124 -0.057 -0.042 0.103 -0.3351
H 3.52941 1.70373 -0.80154 0.048 0.063 -0.077 0.2452
Cl 4.07542 2.44879 1.90282 0.163 0.194 0.100 0.0099
H 2.42543 0.50341 3.16038 0.023 0.029 0.103 0.2311
H 0.96187 -1.24427 2.22266 -0.006 -0.012 0.008 0.2651
H 0.56318 -1.64286 -1.42585 -0.095 -0.021 0.203 0.4085
H -2.01738 -3.74837 -0.25683 0.112 0.009 -0.021 0.2423
H -0.78543 -3.72128 -1.53779 0.024 -0.051 -0.032 0.2268
H -1.51065 -1.50412 -2.28910 -0.122 -0.023 0.026 0.1620
H -2.94220 -2.54552 -2.15564 0.172 0.074 -0.009 0.2034
H -1.33273 0.64173 -2.03966 -0.010 -0.039 -0.111 0.2115
H 0.53073 2.27987 -2.11008 0.079 -0.009 -0.077 0.2165
H 0.87586 3.27317 -0.68464 0.081 0.055 -0.005 0.2196
H -0.58676 3.55150 -1.62884 0.019 0.087 -0.055 0.2235

=====

Record 3
39
Properties=species:S:1:pos:R:3:forces:R:3:nbo_charge:R:1 method="wB97M-V/def2-TZVPD" spin_multiplicity=2 charge=0 energy_ev=-67124.913 s_squared=0.756
Co -0.29757 -0.62471 -0.56628 0.115 0.408 -0.180 1.3095
O 0.06356 -0.19751 3.29841 -0.042 -0.071 0.019 -0.6214
C 0.09442 -0.43416 2.10756 0.039 -0.023 -0.046 0.7403
O -0.17239 0.35391 1.12890 -0.412 -0.047 0.007 -0.7998
C 0.56479 -1.81830 1.65013 0.258 0.214 -0.148 0.1569
C 0.56488 -2.92372 2.51307 0.108 -0.210 0.108 -0.2277
C 1.02698 -4.11973 2.04689 -0.067 0.160 0.040 -0.1332
C 1.57128 -4.19819 0.74415 0.050 0.200 -0.059 -0.0194
C 2.16097 -5.37369 0.22888 0.043 -0.048 -0.073 -0.2019
C 2.72197 -5.38113 -1.01717 -0.024 -0.097 0.091 -0.2000
C 2.71668 -4.21231 -1.80364 -0.035 0.059 0.010 -0.1992
C 2.14433 -3.06185 -1.33682 -0.005 0.024 -0.130 -0.2041
C 1.55166 -3.03236 -0.05758 0.119 -0.226 -0.017 0.1445
N 0.99922 -1.87396 0.40235 -0.809 0.263 0.048 -0.4707
H 0.18020 -2.78974 3.51370 0.010 0.031 -0.006 0.2530
H 1.00126 -5.00961 2.66417 0.019 0.003 0.013 0.2187
H 2.17421 -6.26338 0.84671 -0.003 0.003 -0.001 0.2155
H 3.18407 -6.28140 -1.40040 -0.016 -0.004 0.005 0.2167
H 3.17714 -4.23287 -2.78306 -0.001 0.046 0.000 0.2168
H 2.14444 -2.15128 -1.92056 0.040 -0.077 0.045 0.2302
C -4.03047 -1.57155 -1.40881 0.104 0.096 0.038 -0.7185
C -2.60111 -1.18319 -1.13729 0.075 -0.261 0.063 0.7743
O -2.18883 -0.02145 -1.40460 0.863 0.166 0.481 -0.7178
O -1.79725 -2.03371 -0.65444 -0.055 -0.203 -0.202 -0.7652
H -4.13447 -1.79975 -2.47037 -0.013 0.000 -0.005 0.2311
H -4.69399 -0.74288 -1.17099 -0.001 0.004 -0.024 0.2331
H -4.29256 -2.45175 -0.82808 -0.002 -0.008 -0.018 0.2305
C 1.23120 2.02087 -2.24679 -0.072 -0.039 -0.073 -0.6643
C 0.88822 0.76865 -2.97158 0.095 0.027 0.052 0.4007
N 0.51418 -0.36833 -2.42905 -0.404 -0.502 -0.007 -0.5620
C 0.29476 -1.26173 -3.45758 0.078 0.103 -0.183 -0.0837
C 0.56225 -0.65325 -4.63935 -0.084 -0.148 0.022 -0.0891
N 0.93622 0.63171 -4.31565 -0.002 -0.047 0.012 -0.5096
H 0.99222 1.90709 -1.19112 0.009 0.012 0.013 0.2621
H 0.66040 2.85997 -2.64556 0.003 0.015 0.048 0.2354
H 2.29379 2.24548 -2.34839 0.000 0.012 0.042 0.2325
H -0.03409 -2.26921 -3.26790 -0.037 0.029 0.014 0.2361
H 0.50384 -1.00783 -5.65279 0.027 0.050 0.003 0.2263
H 1.19472 1.34888 -4.96773 0.028 0.081 -0.002 0.4233

=====

Record 4
54
Properties=species:S:1:pos:R:3:forces:R:3:nbo_charge:R:1 method="wB97M-V/def2-TZVPD" spin_multiplicity=2 charge=+2 energy_ev=-59262.968 s_squared=0.768 de_lowest_kj_mol=214.1
Ir 1.52516 1.15767 0.11710 0.639 0.085 0.605 1.1327
C 3.77302 -0.27013 -3.29745 -0.031 0.051 -0.006 -0.6870
C 2.93911 -0.16762 -2.07437 -0.141 -0.661 -0.175 0.1571
N 2.77041 1.03758 -1.42374 0.097 1.011 0.130 0.1622
O 3.33871 2.03955 -1.87001 -0.163 -1.047 -0.112 -0.2274
B 3.69344 3.27606 -0.67872 -0.030 0.789 0.728 1.2970
F 4.50326 4.06402 -1.34809 -0.057 -0.118 -0.085 -0.4551
F 4.16714 2.46652 0.31403 -0.001 -0.049 -0.169 -0.5116
O 2.42980 3.91416 -0.31615 0.168 -0.114 -0.131 -0.4955
N 1.67203 3.14419 0.48109 -0.116 -0.093 0.047 -0.0807
C 0.93231 3.68610 1.37928 0.041 0.017 -0.094 0.2811
C 0.87877 5.13655 1.66887 -0.013 0.013 -0.017 -0.6933
C 0.13184 2.67809 2.14184 -0.027 -0.020 -0.006 0.3493
N 0.30203 1.46944 1.72884 -0.029 0.033 -0.117 -0.1568
O -0.34550 0.47487 2.41510 0.018 -0.044 -0.054 -0.5165
B 0.50287 -0.52570 2.86856 -0.046 0.116 0.250 1.4109
F -0.01920 -1.56928 3.43210 0.006 -0.054 -0.068 -0.4385
F 1.81730 -0.33095 2.77978 -0.011 -0.095 -0.177 -0.4904
O 1.12191 -1.71313 0.42749 0.351 0.522 -0.450 -0.1485
N 1.55350 -0.82884 -0.26213 -0.843 -0.161 0.683 0.0946
C 2.28553 -1.20663 -1.45032 0.405 0.093 -0.516 0.3006
C 2.30040 -2.60887 -1.87802 -0.056 -0.015 0.021 -0.7124
C -0.71386 3.07518 3.28738 -0.011 0.006 -0.007 -0.7043
H 4.43513 0.58669 -3.38903 0.012 -0.013 0.000 0.2807
H 3.12819 -0.29976 -4.17977 -0.007 0.003 -0.002 0.2852
H 4.36479 -1.18339 -3.28126 0.000 -0.014 0.001 0.2693
H 1.67967 5.65888 1.15463 -0.007 0.006 0.007 0.2841
H 0.94877 5.31332 2.74240 -0.001 -0.004 0.001 0.2674
H -0.07855 5.54169 1.32845 0.001 -0.003 -0.001 0.2790
H 2.03231 -3.27473 -1.06193 0.000 -0.008 -0.014 0.2846
H 3.27387 -2.87688 -2.28683 0.009 0.004 -0.009 0.2796
H 1.55988 -2.73513 -2.67744 -0.030 -0.008 0.002 0.3087
H -1.33256 3.92870 3.00541 0.002 0.000 0.000 0.2776
H -0.07334 3.40315 4.11189 0.002 -0.003 0.000 0.2826
H -1.34267 2.25836 3.62454 -0.004 0.002 -0.003 0.2810
O -2.06003 2.06917 -1.25119 -0.310 0.046 -0.013 -0.4119
C -0.93164 1.85512 -1.18702 0.492 -0.027 0.080 0.8615
N 0.29136 1.74103 -1.27727 -0.405 -0.161 -0.369 -0.7137
O -0.97719 -1.79001 -1.86368 0.132 -0.174 -0.177 -0.3565
C -1.67817 -1.41621 -0.86443 -0.069 0.549 0.356 0.7308
O -1.42011 -0.49449 -0.10104 0.087 -0.289 -0.114 -0.6601
C -2.80877 -2.36259 -0.74061 -0.097 -0.187 -0.088 -0.0928
C -3.66618 -2.61736 -1.83109 -0.006 -0.049 0.162 -0.0972
C -4.75171 -3.45719 -1.65588 0.056 0.022 0.012 -0.2119
C -4.95789 -4.07746 -0.42940 0.068 0.010 0.010 -0.1113
C -4.07220 -3.83258 0.62258 0.046 0.036 -0.094 0.1115
C -2.98958 -3.00398 0.49656 -0.132 -0.058 -0.065 -0.1764
N -4.30435 -4.49600 1.92816 -0.139 0.058 -0.079 0.5141
O -3.65727 -4.09270 2.86793 0.115 -0.005 0.045 -0.3542
O -5.12840 -5.37715 1.94611 -0.019 -0.054 0.025 -0.3233
H -3.48622 -2.14334 -2.78574 0.039 0.036 0.022 0.2468
H -5.43558 -3.63976 -2.47271 0.004 -0.004 0.013 0.2547
H -5.78733 -4.75339 -0.27314 0.003 0.002 0.026 0.2748
H -2.33421 -2.83087 1.33835 0.007 0.021 -0.016 0.2676

=====

Record 5
48
Properties=species:S:1:pos:R:3:forces:R:3:nbo_charge:R:1 method="wB97M-V/def2-TZVPD" charge=0 energy_ev=-63838.257 de_lowest_kj_mol=108.0
Zr 0.67690 -0.02304 0.26830 1.190 -1.480 1.711 2.0123
C -1.62630 1.96356 3.59770 0.310 -0.079 -0.176 -0.6836
C -1.15960 1.25776 2.35630 1.078 0.416 0.565 0.2468
N 0.11210 1.15896 2.05170 -1.122 0.027 0.854 -0.3313
N 0.99500 1.75036 2.85630 0.306 1.121 0.681 -0.4447
C 2.26910 1.40666 2.74480 -0.370 -0.410 0.180 0.2927
N 3.14700 2.14386 3.45450 -0.080 -0.013 -0.054 -0.7759
S 2.86440 0.05376 1.89860 -0.360 0.128 -0.352 -0.1824
C -2.09780 0.64446 1.44490 -0.739 -0.299 -0.436 0.2160
C -3.48360 0.74696 1.63720 0.719 0.017 0.076 -0.2291
C -4.34350 0.13526 0.75360 0.214 -0.224 -0.424 -0.1312
C -3.81050 -0.54284 -0.33860 -0.007 0.240 0.341 -0.2539
C -2.43560 -0.57174 -0.48880 -0.011 -0.285 -0.293 0.1034
N -1.58840 -0.02694 0.38230 -1.049 0.362 0.411 -0.5525
H -0.75990 2.20096 4.21050 -0.093 0.008 -0.065 0.2666
H -2.30660 1.34486 4.17990 -0.097 -0.083 -0.063 0.2268
H -2.13000 2.89336 3.33680 -0.094 0.087 -0.001 0.2335
H 2.80920 2.87406 4.05450 -0.021 0.044 0.025 0.4020
H 4.10070 1.83506 3.50470 -0.045 0.085 0.039 0.4070
H -3.85690 1.31136 2.47370 -0.051 0.032 0.120 0.2304
H -5.41140 0.19576 0.89430 -0.102 0.007 0.028 0.2249
H -4.44850 -1.02514 -1.05930 -0.003 -0.055 -0.131 0.2309
H -1.99120 -1.06014 -1.35040 -0.031 0.041 0.152 0.2217
N -1.49000 -3.89404 1.52080 -0.084 -0.197 0.043 -0.8003
C -0.63600 -2.95494 1.02520 0.330 0.384 -0.228 0.2846
S 0.07880 -1.86824 2.15890 0.317 0.293 -0.466 -0.2355
N -0.43870 -2.94754 -0.26060 -0.734 -0.995 -0.183 -0.4510
N 0.35680 -1.95954 -0.78080 -0.339 -0.281 -0.200 -0.4200
C 0.67860 -2.15244 -2.02530 -0.051 -0.240 0.256 0.1621
C 1.54000 -1.29694 -2.77810 0.477 0.563 0.232 -0.2095
C 1.63280 -1.43314 -4.17060 0.026 0.040 0.088 -0.1389
C 2.44940 -0.60794 -4.90660 -0.050 -0.029 -0.126 -0.2580
C 3.24010 0.34146 -4.25800 -0.078 -0.119 0.090 -0.1710
C 3.21540 0.46026 -2.88780 -0.112 -0.034 0.358 -0.2266
C 2.34280 -0.32404 -2.11020 0.200 -0.602 -1.572 0.3743
O 2.28360 -0.18294 -0.81620 1.086 -0.187 -0.839 -0.7878
H -1.44820 -4.05804 2.51390 -0.008 -0.008 -0.140 0.3988
H -1.68660 -4.68614 0.92900 0.011 0.037 0.009 0.3952
H 0.28330 -3.05114 -2.50970 0.026 0.172 0.175 0.2084
H 1.03680 -2.19034 -4.66270 -0.071 -0.029 -0.025 0.2098
H 2.47540 -0.68404 -5.98270 0.022 -0.066 -0.079 0.2160
H 3.88180 0.98936 -4.83780 0.054 0.033 -0.019 0.2164
H 3.83910 1.17996 -2.37870 0.010 0.067 0.067 0.2239
F 1.29700 2.10226 -0.30150 0.050 -0.082 0.007 -0.5058
B 0.16220 2.19996 -1.17060 -0.507 1.054 0.045 1.3282
F 0.34750 3.04706 -2.17900 0.165 0.392 -0.564 -0.5013
F -0.06160 0.84526 -1.65180 0.176 -0.331 -0.091 -0.5239
F -0.90470 2.45866 -0.34250 -0.461 0.476 -0.022 -0.5186

=====

What did the first record say?
43
Properties=species:S:1:pos:R:3:forces:R:3:nbo_charge:R:1 method="wB97M-V/def2-TZVPD" charge=+2 energy_ev=-125634.132 de_lowest_kj_mol=0.0
V -0.13565 0.62419 -0.10278 -0.321 -0.513 0.249 1.5560
Cl 0.62590 -0.90994 7.06252 -0.008 -0.001 0.065 0.1855
C 0.45175 -0.71634 5.39459 0.030 -0.018 -0.093 -0.0244
C 0.13007 -1.83108 4.59500 0.015 0.058 0.075 -0.0912
Cl -0.08694 -3.36344 5.30034 -0.007 -0.008 -0.002 0.1470
C -0.00542 -1.67340 3.22525 -0.054 -0.119 -0.198 -0.0677
Cl -0.38890 -2.97719 2.18738 0.012 0.039 0.044 0.1185
C 0.17569 -0.40561 2.66344 0.114 0.120 0.252 0.2322
O 0.05063 -0.23480 1.34854 -0.137 -0.013 -0.210 -0.4942
C 0.50414 0.70073 3.45804 -0.018 0.118 -0.253 -0.0825
Cl 0.72024 2.20663 2.65707 0.023 -0.002 0.016 0.1332
C 0.64522 0.55687 4.82326 -0.002 0.006 0.075 -0.0826
Cl 1.04638 1.90006 5.79033 -0.011 -0.031 -0.018 0.1429
C 2.59322 1.37478 -0.89358 0.117 0.097 0.059 -0.4309
N 1.66884 0.22025 -1.05603 0.133 0.195 0.008 -0.4297
C 2.31677 -0.99882 -0.48338 -0.007 -0.038 0.005 -0.4209
C 1.32911 -0.01556 -2.49050 -0.092 -0.040 0.012 -0.2566
C 0.05455 -0.80781 -2.49244 0.053 0.093 0.048 -0.0296
C -0.37021 -1.65096 -3.50179 -0.047 -0.027 -0.006 -0.1911
C -1.57417 -2.33464 -3.35691 0.013 0.002 -0.009 -0.0978
C -2.36134 -2.19753 -2.21339 0.014 0.000 -0.024 -0.1924
C -1.95880 -1.36185 -1.18809 0.030 0.031 0.081 -0.1820
C -0.75611 -0.66795 -1.35489 -0.003 -0.124 -0.230 -0.1756
H 3.57663 1.12011 -1.29126 -0.022 -0.028 -0.049 0.2419
H 2.70492 1.60246 0.16777 0.006 -0.009 0.000 0.2333
H 2.20143 2.24365 -1.41305 0.001 0.008 0.000 0.2435
H 3.23831 -1.19643 -1.03237 -0.001 0.006 -0.007 0.2335
H 1.64879 -1.85275 -0.56843 -0.008 0.004 0.006 0.2350
H 2.55862 -0.82410 0.56237 -0.005 0.009 0.004 0.2276
H 2.15506 -0.52183 -2.99308 0.003 -0.004 -0.001 0.2487
H 1.17834 0.95277 -2.97142 0.018 0.003 -0.001 0.2497
H 0.23281 -1.79224 -4.38991 0.006 0.003 0.004 0.2533
H -1.89963 -3.00001 -4.14584 -0.004 0.000 0.004 0.2553
H -3.28730 -2.74916 -2.12441 -0.001 0.003 0.004 0.2587
H -2.56075 -1.24637 -0.29582 -0.009 -0.009 -0.002 0.2539
C -2.65256 2.82933 -1.81855 -0.022 -0.013 -0.035 -0.8872
S -1.56463 2.74180 -0.46216 -0.118 0.193 0.010 2.3709
O -1.57328 3.91346 0.31607 -0.004 0.008 -0.008 -0.8048
O -1.85223 1.44204 0.29112 0.237 0.054 0.059 -0.8522
O -0.18355 2.32310 -1.00276 0.119 -0.071 0.111 -0.8941
H -3.65265 2.95106 -1.40087 -0.005 0.011 -0.027 0.3002
H -2.56946 1.91574 -2.40369 -0.024 0.009 -0.005 0.2680
H -2.37381 3.71079 -2.39570 -0.013 -0.004 -0.009 0.2986